1.
{
  "formula": "CuH14O7",
  "method": "the ωB97M-V functional and the def2-TZVPD basis",
  "homo_lumo_gap_ev": 7.49,
  "lumo_energy_ev": -6.086,
  "charge": 1,
  "e_above_lowest_ev": 3.4099,
  "e_tot_ha": -2175.22179,
  "symbols": ["H", "H", "O", "O", "H", "H", "H", "H", "O", "O", "O", "H", "H", "H", "O", "H", "H", "H", "Cu", "H", "H", "O"],
  "positions_angstrom": [[12.232, 14.726, -22.227], [13.396, 9.902, -14.855], [10.080, 16.184, -15.778], [15.300, 16.980, -17.573], [11.006, 13.848, -22.354], [15.749, 10.661, -19.379], [15.351, 17.797, -17.077], [9.046, 10.815, -16.747], [9.794, 10.886, -17.340], [11.605, 14.223, -21.708], [13.664, 13.365, -14.340], [15.915, 17.100, -18.297], [9.926, 9.997, -17.669], [14.387, 13.854, -13.948], [13.248, 8.987, -14.614], [12.892, 13.907, -14.177], [9.315, 16.276, -15.209], [15.545, 11.604, -20.546], [12.579, 13.480, -18.047], [10.487, 17.051, -15.774], [13.983, 8.514, -15.005], [15.088, 11.207, -19.805]]
}



2.
{
  "formula": "CuH22O23S3Zn2",
  "method": "the ωB97M-V functional and the def2-TZVPD basis",
  "homo_lumo_gap_ev": [6.59, 4.90],
  "lumo_energy_ev": [-5.768, -7.098],
  "charge": 1,
  "spin_multiplicity": 3,
  "s2": 2.03,
  "e_tot_ha": -8137.09337,
  "symbols": ["O", "O", "O", "O", "O", "O", "O", "O", "S", "H", "H", "H", "O", "H", "H", "H", "O", "O", "H", "O", "H", "H", "S", "H", "O", "H", "O", "Zn", "O", "O", "O", "O", "S", "Cu", "H", "O", "H", "H", "H", "H", "O", "H", "H", "H", "Zn", "O", "O", "H", "H", "H", "O"],
  "positions_angstrom": [[0.662, -1.202, 2.786], [-0.267, 0.886, -1.428], [-1.754, 3.329, 3.293], [-1.046, 1.090, 3.214], [-2.243, 1.838, -2.873], [-1.648, -2.440, -1.356], [-0.708, -0.020, 0.787], [0.404, 2.847, 2.620], [-1.083, -3.911, 1.761], [2.072, 2.706, -1.986], [1.891, -2.012, 0.505], [-2.465, -1.979, -1.164], [-0.147, 2.541, 4.914], [-3.763, 0.221, 1.503], [-0.170, 3.831, -2.620], [2.056, -1.548, -1.678], [2.842, 2.246, -1.651], [0.142, 3.196, -3.265], [4.168, -0.146, -0.331], [2.864, -1.816, -2.115], [0.538, 3.728, -3.954], [-0.831, 2.975, 1.058], [-0.657, 2.458, 3.548], [3.563, -1.454, -1.571], [-3.174, -0.482, 1.776], [2.547, 1.850, -0.831], [-1.483, -2.560, 1.452], [-1.284, -0.651, 2.473], [-0.384, -3.836, 3.034], [3.560, -0.421, 0.355], [1.033, -0.951, -0.657], [1.269, 1.311, 0.245], [0.330, 0.291, -0.257], [2.240, 2.409, 1.800], [1.515, -0.920, 3.117], [2.180, -2.911, 0.660], [-3.554, -1.275, 1.398], [-1.197, -2.488, -0.513], [-1.373, -1.387, -2.937], [0.865, -1.696, 1.992], [-0.097, -4.518, 0.823], [2.692, -0.234, -0.004], [3.057, -2.820, 1.035], [-2.652, 1.846, -2.008], [-0.343, 1.141, -3.365], [-1.218, 3.055, 0.186], [-2.322, -4.678, 1.918], [-1.447, -1.124, -4.426], [-2.901, 2.221, -3.453], [-1.107, 2.188, -0.206], [-1.171, -0.727, -3.600]]
}



3.
{
  "formula": "CuH24O24S3Zn",
  "method": "the ωB97M-V functional and the def2-TZVPD basis",
  "homo_lumo_gap_ev": [5.73, 4.14],
  "lumo_energy_ev": [3.574, 1.976],
  "charge": -2,
  "spin_multiplicity": 2,
  "s2": 0.76,
  "e_tot_ha": -6434.75731,
  "symbols": ["H", "O", "H", "S", "O", "H", "O", "O", "H", "O", "O", "O", "O", "Zn", "H", "H", "O", "H", "H", "H", "H", "H", "H", "O", "O", "S", "O", "O", "O", "H", "H", "O", "Cu", "H", "O", "H", "H", "O", "O", "O", "H", "H", "O", "O", "O", "H", "H", "S", "H", "O", "H", "O", "H"],
  "positions_angstrom": [[1.554, 1.714, 2.056], [-1.688, -1.270, 6.158], [1.547, -3.356, -0.495], [-1.897, -1.007, 4.742], [3.986, -1.801, -3.049], [-2.984, 0.168, 1.642], [1.496, 1.409, 0.424], [0.488, -0.556, 1.311], [-3.679, -0.867, 0.714], [3.233, -0.564, 2.558], [-3.253, 0.015, 0.725], [1.384, 1.609, 3.019], [-3.081, -0.190, 4.496], [-2.638, 0.880, -0.971], [3.822, 2.745, -1.666], [0.617, 2.813, 0.421], [-4.971, -1.882, -2.072], [3.339, -0.604, 1.586], [4.387, -0.184, -0.777], [4.571, -2.513, -2.779], [3.519, -1.561, -2.236], [-1.630, -2.191, 0.896], [-2.404, -2.827, -0.305], [0.376, 0.440, -3.376], [0.238, 3.706, 0.665], [-3.569, -1.931, -2.538], [-1.916, 1.872, -2.650], [3.935, -0.833, -0.227], [-3.477, -1.872, -4.000], [0.769, 4.345, 0.183], [0.805, 0.196, -2.523], [1.430, -0.553, -0.932], [1.182, -0.617, 3.350], [2.444, 2.316, -1.161], [-0.716, -0.397, 4.106], [0.811, -0.104, -4.039], [-1.674, 2.911, 0.540], [2.965, 2.435, -1.975], [-2.537, 2.736, 0.114], [1.014, -3.272, -1.291], [-1.593, 2.713, -2.978], [2.959, -0.721, -0.455], [-2.865, -0.686, -1.984], [-2.216, -2.315, 4.064], [-2.877, -3.087, -1.946], [-1.356, 1.174, -3.085], [0.999, -2.308, -1.458], [0.644, 0.213, 0.074], [1.079, 2.467, 3.331], [-2.484, -2.580, 0.666], [-3.205, 2.995, 0.758], [-0.653, 0.597, -0.474], [3.770, 0.182, 2.841]]
}



4.
{
  "formula": "F10Li4N5O20S10",
  "method": "the ωB97M-V functional and the def2-TZVPD basis",
  "homo_lumo_gap_ev": 7.33,
  "lumo_energy_ev": -0.462,
  "charge": -1,
  "e_tot_ha": -6789.36648,
  "symbols": ["S", "O", "O", "S", "S", "Li", "N", "S", "N", "F", "F", "S", "F", "O", "N", "O", "F", "F", "O", "O", "F", "O", "N", "F", "F", "Li", "S", "O", "O", "O", "O", "O", "S", "O", "F", "S", "O", "Li", "O", "S", "N", "F", "O", "S", "O", "O", "O", "O", "Li"],
  "positions_angstrom": [[6.459, -5.408, -0.780], [8.271, -9.722, 5.153], [2.819, -4.584, -1.607], [11.698, -5.230, -0.822], [8.121, -5.233, 1.128], [8.656, -6.976, -1.731], [8.546, -6.588, -3.737], [8.501, -8.809, 4.057], [7.843, -6.233, -0.123], [4.454, -3.793, -3.129], [2.731, -0.795, 0.077], [13.218, -6.635, 0.327], [5.509, -8.372, 2.014], [9.555, -7.168, -5.912], [3.722, -2.157, -1.654], [6.267, -5.607, -2.202], [9.441, -6.065, 1.495], [9.863, -9.430, 3.323], [2.252, -3.121, -3.517], [12.217, -7.492, 0.880], [11.827, -3.998, -1.845], [1.710, -0.528, -2.045], [12.988, -5.937, -1.246], [14.265, -7.730, -0.257], [5.439, -6.493, -0.166], [6.632, -6.983, -3.924], [9.149, -5.035, -4.223], [11.513, -4.575, 0.442], [14.078, -5.815, 1.137], [10.547, -4.795, -4.156], [8.404, -4.460, -5.305], [7.330, -5.626, 2.264], [2.191, -1.566, -1.209], [5.664, -10.041, 3.795], [8.468, -4.228, -3.046], [3.094, -3.383, -2.380], [10.940, -7.631, -3.846], [7.795, -7.959, 0.952], [5.891, -4.209, -0.244], [9.696, -7.347, -4.500], [7.722, -8.869, 2.729], [8.983, -8.811, -4.390], [5.847, -7.578, 4.182], [6.210, -8.760, 3.453], [8.608, -3.938, 0.787], [1.261, -2.475, -0.649], [10.526, -5.845, -1.419], [8.956, -7.497, 4.472], [5.188, -2.183, -0.319]]
}